Molecular formula: C5H10O
Method: DFT, wB97M-V/def2-TZVPD

Structure (XYZ):
```
16
Properties=species:S:1:pos:R:3:forces:R:3
O 1.297 -0.265 -2.038 1.3798 -0.8970 -0.6664
C 0.584 -0.956 1.463 0.1191 0.2459 -0.3399
C -0.400 1.569 0.083 -0.0421 0.2338 0.3974
C -0.281 -0.765 0.183 -0.7287 0.3958 -0.0215
C -1.268 0.329 0.206 -0.7796 0.2494 0.7362
C -0.553 0.597 -0.997 -0.2431 -0.5340 0.8395
H 0.952 -0.587 -1.174 0.5477 0.3325 -0.8925
H 1.243 -1.835 1.453 -0.1792 0.2418 -0.3489
H -0.924 2.515 -0.036 0.0628 -0.0911 -0.0743
H 0.782 -0.776 -2.673 0.2160 -0.0320 -0.0848
H -0.842 0.833 -2.037 0.3971 -0.8953 0.7987
H 1.206 -0.090 1.709 -0.0490 -0.0419 -0.1400
H -0.093 -1.090 2.330 0.0905 0.0894 -0.5135
H -0.645 -1.732 -0.187 -0.0754 0.5183 -0.1743
H -2.321 0.273 0.380 -0.4317 0.1752 0.3022
H 0.563 1.646 0.584 -0.2840 0.0092 0.1822
```
Forces are in eV/Å.

Calculated values
**Orbital gap**: 0.357 hartree
**HOMO**: -8.7275 eV
**Charge**: 0
**F_max**: 1.8 eV Å⁻¹
**E_LUMO**: 0.0366 Ha
**Relative energy (zero: lowest compared OMol25 entry of this formula, charge and spin)**: 104.6 kcal/mol